Entry 1:
The following is a quantum chemistry calculation of an isolated molecule of C26H29N3O2, from the OMol25 dataset.

Last column: natural (NBO) charge in e.
Atoms and positions in Å:
C -0.6997 -1.3792 2.6255  -0.614
C 0.4944 -2.0684 1.9723  -0.201
C 0.3605 -3.5854 2.0782  -0.615
C 0.7637 -1.5715 0.5431  -0.414
C -0.3262 -1.7177 -0.5372  -0.005
C 0.3861 -1.3898 -1.8900  0.691
O 0.6679 -2.2618 -2.6865  -0.640
N 0.6469 -0.0899 -2.0587  -0.654
C 1.4644 0.4275 -3.1312  -0.210
C 2.8713 0.7972 -2.6224  -0.425
C 2.7811 1.4938 -1.3021  -0.099
C 2.1641 2.6819 -1.0311  -0.020
N 2.1883 2.9326 0.3120  -0.530
C 2.7950 1.8916 0.9470  0.205
C 3.0285 1.6674 2.2981  -0.259
C 3.6766 0.5038 2.6504  -0.220
C 4.0943 -0.4160 1.6838  -0.248
C 3.8678 -0.1997 0.3439  -0.188
C 3.2009 0.9632 -0.0433  -0.116
C -0.9157 -3.0906 -0.6620  -0.140
C -2.2355 -3.0626 -0.6456  -0.215
C -2.7417 -1.6684 -0.4593  -0.234
N -1.5214 -0.8849 -0.3211  -0.425
C -1.5456 0.4169 -0.0065  0.683
O -0.5535 1.1335 0.0949  -0.656
C -2.9169 0.9916 0.1922  -0.039
C -3.4582 1.1206 1.4643  -0.229
C -4.7047 1.6994 1.6303  -0.192
C -5.4108 2.1584 0.5314  -0.214
C -4.8669 2.0433 -0.7370  -0.207
C -3.6229 1.4623 -0.9082  -0.215
H -0.6207 -0.3009 2.5090  0.212
H -1.6333 -1.7198 2.1848  0.193
H -0.7262 -1.6083 3.6892  0.209
H 1.3910 -1.7758 2.5339  0.209
H -0.5698 -3.9287 1.6337  0.209
H 0.3679 -3.8841 3.1247  0.207
H 1.1898 -4.0793 1.5776  0.205
H 1.6442 -2.0985 0.1671  0.222
H 1.0214 -0.5141 0.6105  0.252
H 0.4650 0.5527 -1.2906  0.443
H 1.5260 -0.3379 -3.9072  0.231
H 0.9711 1.3162 -3.5360  0.186
H 3.4586 -0.1132 -2.5019  0.215
H 3.3616 1.4259 -3.3688  0.218
H 1.7090 3.3800 -1.7078  0.209
H 1.7305 3.7045 0.7648  0.413
H 2.7081 2.3802 3.0440  0.211
H 3.8701 0.2956 3.6927  0.211
H 4.6048 -1.3132 2.0030  0.211
H 4.1948 -0.9184 -0.3932  0.213
H -0.2822 -3.9410 -0.8241  0.239
H -2.9093 -3.8932 -0.7464  0.222
H -3.3811 -1.5704 0.4269  0.210
H -3.3260 -1.3371 -1.3277  0.207
H -2.9033 0.7684 2.3214  0.222
H -5.1234 1.7948 2.6212  0.215
H -6.3825 2.6107 0.6636  0.215
H -5.4119 2.4081 -1.5951  0.216
H -3.1917 1.3774 -1.8957  0.217

## Properties
SMILES: CC(C)C[C@@]1(C(=O)NCCc2c[nH]c3ccccc23)C=CCN1C(=O)c1ccccc1

=====

Entry 2:
The following is a quantum chemistry calculation of C26H29N4OPSeZn as an isolated structure in a non-equilibrium geometry, from the OMol25 dataset.

Last column: natural (NBO) charge in e.
Atoms and positions in Å:
Zn 0.4554 0.1432 0.1363  1.490
C -2.1305 1.1647 1.4444  -0.245
C -1.3227 0.2707 2.3853  -0.242
N 0.1058 0.5709 2.2967  -0.722
C 0.5123 1.9049 2.7438  -0.243
C 1.3802 2.5836 1.6659  -0.223
N 0.7985 2.4272 0.3446  -0.715
C -0.3657 3.2483 0.0543  -0.238
C -1.4717 2.3894 -0.5861  -0.225
N -1.5743 1.1019 0.0909  -0.725
H -3.1714 0.8325 1.4671  0.230
H -2.1096 2.1980 1.7965  0.189
H -1.6949 0.3698 3.4135  0.188
H -1.4486 -0.7628 2.0534  0.251
H 0.5953 -0.1331 2.8368  0.397
H -0.3721 2.5123 2.9513  0.192
H 1.0930 1.8521 3.6710  0.211
H 1.5257 3.6387 1.9351  0.186
H 2.3584 2.0986 1.6483  0.218
H 1.5163 2.5445 -0.3623  0.421
H -0.7346 3.6860 0.9828  0.186
H -0.1223 4.0735 -0.6235  0.209
H -2.4205 2.9436 -0.5743  0.191
H -1.2019 2.1935 -1.6259  0.209
H -2.1435 0.4610 -0.4547  0.427
O 2.8329 0.9600 -1.3014  -0.647
C 2.3336 0.0161 -0.6967  0.032
C 3.0380 -1.2527 -0.4923  -0.117
C 4.4373 -1.2051 -0.4367  -0.186
C 5.1765 -2.3264 -0.1338  -0.223
C 4.5210 -3.5262 0.1195  -0.193
C 3.1398 -3.5818 0.1002  -0.222
C 2.3698 -2.4613 -0.2039  -0.329
P 0.5259 -2.3801 -0.1439  0.810
C 0.1079 -3.9069 0.7304  -0.378
C 0.7138 -4.0943 1.9715  -0.146
C 0.3871 -5.1828 2.7556  -0.238
C -0.5747 -6.0809 2.3177  -0.204
C -1.2172 -5.8709 1.1081  -0.202
C -0.8809 -4.7902 0.3125  -0.185
C 0.2307 -2.7082 -1.9075  -0.360
C 0.5399 -3.9424 -2.4736  -0.137
C 0.3135 -4.1605 -3.8214  -0.226
C -0.2115 -3.1537 -4.6148  -0.199
C -0.5088 -1.9216 -4.0560  -0.209
C -0.2860 -1.7027 -2.7107  -0.176
H 4.9150 -0.2580 -0.6416  0.221
H 6.2551 -2.2709 -0.1076  0.212
H 5.0903 -4.4185 0.3366  0.211
H 2.6487 -4.5211 0.3146  0.217
H 1.4461 -3.3721 2.3118  0.203
H 0.8767 -5.3236 3.7085  0.211
H -0.8417 -6.9285 2.9312  0.213
H -1.9908 -6.5524 0.7849  0.220
H -1.3973 -4.6206 -0.6214  0.235
H 0.9640 -4.7269 -1.8630  0.209
H 0.5503 -5.1212 -4.2564  0.213
H -0.3714 -3.3215 -5.6702  0.213
H -0.9155 -1.1342 -4.6738  0.212
H -0.5135 -0.7400 -2.2665  0.199
Se -4.3707 -2.7916 -0.4120  -0.218
C -2.7498 -2.2350 -0.2190  0.104
N -1.6740 -1.7873 -0.0812  -0.755

=====

Entry 3:
The following is a quantum chemistry calculation of a 2-piece molecular cluster, C26H29N5O3 overall in a non-equilibrium geometry, from the OMol25 dataset.

Last column: natural (NBO) charge in e.
Atoms and positions in Å:
C 0.5128 -4.2974 2.7735  -0.419
N 0.7931 -2.9473 2.3524  -0.451
C 1.9659 -2.3087 2.6386  0.676
O 2.8722 -2.7773 3.3302  -0.582
C 1.9178 -0.9439 1.9610  -0.117
C 2.9514 -0.7480 0.8598  -0.444
C 4.3651 -0.8906 1.3639  0.068
C 5.2173 -1.8736 0.8532  -0.221
C 6.4717 -2.0793 1.4386  -0.198
C 6.9132 -1.2417 2.4726  -0.214
C 6.0730 -0.2246 2.9436  -0.182
C 4.8025 -0.0497 2.3878  -0.247
N 0.5390 -0.9021 1.4349  -0.338
C 0.1438 0.1566 0.6988  0.238
C -1.0949 0.2600 0.0925  -0.384
C -1.5526 1.2376 -0.7984  0.068
C -2.9754 1.3767 -1.0009  -0.110
C -3.5694 2.6270 -1.3550  -0.131
C -4.9144 2.7501 -1.6582  -0.167
C -5.7658 1.6303 -1.5238  0.054
N -7.1118 1.6883 -1.9734  0.490
O -7.8043 0.6494 -1.8442  -0.371
O -7.5272 2.7440 -2.5035  -0.351
C -5.2543 0.4078 -1.0514  -0.196
C -3.9054 0.3025 -0.7536  -0.114
C -0.2174 -2.1520 1.6779  0.325
C -0.7116 -2.8598 0.4121  -0.636
C -1.4765 -2.0410 2.5639  -0.640
H 1.4094 -4.7167 3.2220  0.260
H -0.3018 -4.3104 3.5035  0.202
H 0.2143 -4.9023 1.9118  0.205
H 2.0764 -0.1732 2.7388  0.237
H 2.7601 -1.4755 0.0618  0.223
H 2.8116 0.2549 0.4329  0.224
H 4.8645 -2.5045 0.0325  0.210
H 7.1021 -2.9007 1.0905  0.219
H 7.9084 -1.3747 2.9046  0.221
H 6.3940 0.4311 3.7543  0.217
H 4.1198 0.7145 2.7671  0.201
H 0.8740 0.9737 0.6362  0.236
H -1.7800 -0.5440 0.3540  0.208
H -0.8805 1.9163 -1.3183  0.312
H -2.9285 3.5121 -1.3373  0.247
H -5.3506 3.7090 -1.9392  0.262
H -5.9457 -0.4144 -0.8761  0.255
H -3.5729 -0.6361 -0.3093  0.196
H 0.1234 -3.1737 -0.2209  0.233
H -1.2828 -3.7401 0.7279  0.228
H -1.3821 -2.2247 -0.1701  0.227
H -1.2444 -1.7704 3.6007  0.232
H -2.1974 -1.3260 2.1547  0.225
H -1.9608 -3.0279 2.5766  0.229
C -1.5128 4.9612 -3.4017  -0.631
C -0.5952 3.8923 -3.8089  0.246
N 0.1696 4.0726 -4.9287  -0.536
C 0.9330 2.9530 -5.0520  -0.135
C 0.5456 2.0447 -4.0227  -0.180
N -0.3647 2.6760 -3.2106  -0.636
H -2.3581 4.5993 -2.8142  0.173
H -0.9911 5.7338 -2.8180  0.204
H -1.8875 5.4225 -4.3251  0.234
H 1.7081 2.8431 -5.8108  0.182
H 0.8652 1.0118 -3.8987  0.166

=====

Entry 4:
The following is a quantum chemistry calculation of an isolated molecule of C26H29N5O4, from the OMol25 dataset.

Last column: natural (NBO) charge in e.
Atoms and positions in Å:
C 1.1123 -3.0091 0.1127  -0.247
O -0.0162 -2.1718 0.2059  -0.517
C -0.0155 -1.0212 -0.5404  0.258
C 1.0733 -0.5503 -1.2541  -0.327
C 0.9737 0.6119 -2.0081  0.177
N 2.0364 1.1313 -2.7491  -0.613
C 3.3090 0.6673 -2.8705  0.645
O 3.7299 -0.3433 -2.3376  -0.618
C 4.1721 1.5077 -3.7541  -0.068
C 4.0220 2.8865 -3.8749  -0.213
C 4.8694 3.6060 -4.6984  -0.215
C 5.8679 2.9610 -5.4096  -0.197
C 6.0319 1.5914 -5.2824  -0.209
C 5.1939 0.8708 -4.4528  -0.193
C -0.2413 1.3150 -2.0562  0.250
O -0.2511 2.4447 -2.8400  -0.521
C -1.4627 3.1543 -2.9537  -0.248
C -1.3259 0.8513 -1.3329  -0.325
C -1.2230 -0.3069 -0.5737  0.182
N -2.2854 -0.8032 0.1805  -0.628
C -3.5990 -0.4905 0.1221  0.676
O -4.1167 0.2741 -0.6644  -0.618
C -4.3896 -1.2577 1.1885  -0.299
N -3.6396 -1.2419 2.4214  -0.456
C -3.6445 0.0737 3.0392  -0.239
C -2.9046 -0.0121 4.3821  -0.230
N -1.9877 -1.1303 4.3763  -0.421
C -0.7931 -0.9548 3.7159  0.383
C 0.2095 -1.9380 3.7352  -0.264
C 1.4168 -1.6620 3.1327  -0.166
C 1.6093 -0.4323 2.5130  -0.314
C 0.5667 0.4732 2.5570  0.070
N -0.5924 0.2327 3.1427  -0.501
C -2.6923 -2.3947 4.3168  -0.206
C -3.9299 -2.2729 3.3930  -0.232
H 2.0126 -2.5175 0.4890  0.181
H 1.2813 -3.3313 -0.9193  0.184
H 0.8867 -3.8750 0.7334  0.196
H 2.0167 -1.0668 -1.2515  0.266
H 1.7781 1.9566 -3.2729  0.420
H 3.2671 3.4117 -3.3066  0.210
H 4.7520 4.6765 -4.7835  0.215
H 6.5226 3.5278 -6.0550  0.215
H 6.8159 1.0871 -5.8276  0.216
H 5.3125 -0.1955 -4.3317  0.234
H -2.2586 2.5239 -3.3597  0.186
H -1.7793 3.5604 -1.9886  0.180
H -1.2595 3.9731 -3.6426  0.197
H -2.2737 1.3597 -1.3479  0.261
H -2.0148 -1.4644 0.8992  0.436
H -5.3918 -0.8066 1.2747  0.195
H -4.5058 -2.2900 0.8451  0.217
H -3.1224 0.7587 2.3688  0.221
H -4.6729 0.4459 3.1925  0.170
H -3.6058 -0.1733 5.2058  0.193
H -2.3400 0.9006 4.5639  0.243
H 0.0537 -2.8780 4.2411  0.207
H 2.2104 -2.3962 3.1529  0.213
H 2.5375 -0.1870 2.0221  0.224
H 0.6536 1.4503 2.0979  0.194
H -3.0059 -2.6846 5.3269  0.193
H -2.0226 -3.1605 3.9282  0.207
H -4.0983 -3.2203 2.8777  0.208
H -4.8329 -2.0450 3.9849  0.165

## Properties
SMILES: COc1cc(NC(=O)c2ccccc2)c(OC)cc1NC(=O)CN1CCN(c2ccccn2)CC1

=====

Computed HOMO (Ha) in order:
-0.285, -0.249, -0.209, -0.268
Computed gap between HOMO and LUMO (eV) in order:
8.46, 6.84, 2.73, 8.01
Computed LUMO energy (eV) in order:
0.70, 0.06, -2.95, 0.71